1.
Entry from the Open Molecules 2025 dataset: a molecular structure, C28H34BBiF8N8 (ωB97M-V/def2-TZVPD).

The geometry in ORCA input format:
```
! RIJCOSX wB97M-V def2-TZVPD def2/J DEFGRID3
* xyz 0 1
Bi -0.00610 0.11424 -0.05242
C -0.71728 3.75066 -1.12670
N -1.39285 2.47299 -0.91625
C -2.35503 2.59624 0.17396
C -2.03483 2.03196 -2.16931
C -1.12556 1.08332 -2.93590
N -0.96112 -0.13181 -2.15284
C -1.49572 -1.29545 -2.61426
C -2.08724 -2.18876 -1.70837
F -2.17184 -1.79832 -0.40320
C -2.58845 -3.41993 -2.05704
F -3.10596 -4.20127 -1.09224
C -2.57053 -3.84966 -3.36710
C -2.02049 -2.98352 -4.29355
F -1.96501 -3.35436 -5.58196
C -1.49201 -1.75606 -3.94571
F -0.93162 -1.01513 -4.91804
H -1.43934 4.54462 -1.36413
H -0.01858 3.66654 -1.95812
H -0.17125 4.03954 -0.22889
H -3.14652 3.32326 -0.05405
H -1.84215 2.91876 1.08161
H -2.82597 1.62874 0.36221
H -2.31573 2.90524 -2.77415
H -2.95065 1.49108 -1.92302
H -0.15526 1.55998 -3.11852
H -1.56420 0.88458 -3.91346
H -2.95919 -4.81374 -3.65714
C -2.98932 -1.16044 2.54474
C -1.69833 -1.93932 2.73586
N -0.49532 -1.11434 2.57688
C -0.50151 0.05796 3.46983
C -0.69834 -0.23138 4.95585
C 0.70723 -1.93134 2.74694
C 2.02351 -1.23680 2.32314
N 1.81275 -0.05497 1.49497
C 2.60377 1.00943 1.78747
C 2.08385 2.31419 1.80022
F 0.76249 2.47389 1.48767
C 2.83248 3.43804 2.05694
F 2.22733 4.63925 2.00312
C 4.17528 3.34918 2.36123
C 4.72015 2.07771 2.37803
F 6.02774 1.92989 2.64045
C 3.97645 0.94928 2.10018
F 4.61105 -0.23613 2.05020
H -3.82869 -1.85246 2.47834
H -2.96194 -0.58397 1.61850
H -3.18641 -0.47639 3.37049
H -1.65287 -2.73506 1.99052
H -1.70599 -2.43595 3.71711
H -1.28342 0.74032 3.12522
H 0.44348 0.57568 3.32311
H -1.67309 -0.67047 5.17188
H -0.62617 0.70288 5.51368
H 0.06818 -0.90260 5.34509
H 0.56573 -2.83187 2.15530
H 0.80974 -2.27883 3.78489
H 2.64928 -1.99175 1.83339
H 2.55922 -0.94306 3.23068
H 4.77190 4.22372 2.57040
B 2.26229 -1.05082 -2.65369
N 2.63888 0.24385 -1.86786
C 3.78142 0.91128 -2.03487
C 3.63393 2.20636 -1.56683
C 2.32584 2.25102 -1.11008
N 1.72547 1.07050 -1.29896
N 1.70670 -2.16101 -1.70257
C 1.83605 -3.46557 -1.94528
C 1.01558 -4.17562 -1.08601
C 0.40145 -3.19726 -0.32269
N 0.83224 -1.98377 -0.69056
H 1.43547 -0.76855 -3.47721
H 3.27904 -1.48810 -3.12691
H 4.61767 0.42552 -2.50800
H 4.36316 2.99651 -1.55499
H 1.79616 3.06777 -0.65516
H 2.50336 -3.80034 -2.72120
H 0.88226 -5.24083 -1.02497
H -0.33602 -3.30856 0.45141
*
```

Calculated values
- E_LUMO (Eh) = 0.0197
- HOMO-LUMO gap (eV) = 8.11



2.
Entry from the Open Molecules 2025 dataset: a molecular structure, C28H34Cl3GeN7O2SV (ωB97M-V/def2-TZVPD).

The geometry in ORCA input format:
```
! RIJCOSX wB97M-V def2-TZVPD def2/J DEFGRID3
* xyz 3 1
V 0.59007 -1.14241 0.75737
C 0.03795 1.11497 -2.40629
C -0.46992 1.98180 -1.25678
C 0.23592 1.99832 0.11367
C 0.43891 3.27498 1.00487
C 1.43434 3.15912 2.09476
C 1.46944 2.10864 2.91939
C 0.37555 1.05108 2.92793
N 0.51388 -0.12587 2.06268
N 0.21956 -0.34195 -2.14577
C 0.97435 -0.81514 -3.34207
C 1.33713 -2.27561 -3.38556
C 1.40255 -2.92176 -4.61384
C 1.80356 -4.24633 -4.65064
C 2.10943 -4.88654 -3.45638
C 2.01004 -4.16503 -2.28350
N 1.63966 -2.87786 -2.23691
C -1.07279 -1.03717 -2.16646
C -1.96750 -0.83455 -0.97660
C -3.34057 -0.76614 -1.18332
C -4.20800 -0.73278 -0.10842
C -3.67216 -0.75990 1.17306
C -2.30488 -0.80041 1.30961
N -1.44799 -0.82413 0.26336
H 0.97006 1.50607 -2.78986
H -0.69891 1.23254 -3.21174
H -1.49864 1.66733 -1.06856
H -0.51988 3.00056 -1.65351
H 0.28630 4.24585 0.54684
H 2.16000 3.95531 2.20356
H 2.21922 2.03710 3.69632
H 0.26862 0.66792 3.94018
H 1.87821 -0.21432 -3.43727
H 0.37252 -0.59030 -4.23225
H 1.14443 -2.39504 -5.52314
H 1.87127 -4.77330 -5.59298
H 2.41668 -5.92239 -3.43492
H 2.23751 -4.63904 -1.33409
H -0.87635 -2.11147 -2.23508
H -1.63947 -0.76773 -3.06685
H -3.71672 -0.76646 -2.19753
H -5.27848 -0.70398 -0.26520
H -4.30009 -0.76813 2.05299
H -1.85879 -0.84699 2.29253
N 2.60032 -1.80635 0.23020
C 3.81927 -0.99550 0.55449
C 4.42231 -0.29868 -0.65391
C 3.61383 0.64392 -1.52246
O 3.95189 0.98598 -2.59940
O 2.36799 1.18808 -1.10405
H 2.79864 -2.77421 0.47699
H 2.43595 -1.88997 -0.79174
H 4.57336 -1.66678 0.96276
H 3.58359 -0.29039 1.34902
H 4.81845 -1.03036 -1.36067
H 5.28858 0.28369 -0.32636
C -4.21064 3.83887 1.08405
C -3.04194 3.10520 1.64250
C -2.97025 2.67517 2.95637
C -1.88333 1.92336 3.35850
N -0.86153 1.69270 2.50908
C -0.74123 2.38453 1.24622
S 1.62314 0.86910 0.31389
N -2.03255 2.83990 0.80903
C -1.84534 1.34058 4.73332
H -5.04320 3.83445 1.78101
H -4.53072 3.39568 0.13949
H -3.92631 4.87660 0.89084
H -3.78633 2.85806 3.63586
H -2.08487 3.25135 -0.11092
H -2.81649 1.45477 5.20553
H -1.10979 1.87252 5.34342
H -1.58997 0.27974 4.72991
Cl -0.14091 -3.46441 0.45542
Ge 0.95244 -2.95608 2.38807
Cl 2.61133 -4.23058 2.57462
Cl -0.39180 -3.13983 3.99534
*
```

Calculated values
- E_LUMO (alpha / beta) (Eh) = -0.3808 / -0.3364
- HOMO-LUMO gap (alpha / beta) (eV) = 6.36 / 7.57



3.
Entry from the Open Molecules 2025 dataset: a molecular structure, C28H34CoN8OS2 (ωB97M-V/def2-TZVPD).

The geometry in ORCA input format:
```
! RIJCOSX wB97M-V def2-TZVPD def2/J DEFGRID3
* xyz 0 2
Co -0.42487 -0.19893 -0.17041
C -0.33108 3.59091 3.72636
N -0.00562 2.30138 3.13851
C 1.22608 1.71199 3.63043
C -0.45009 1.92139 1.89396
N 0.24063 1.26607 1.04345
N -1.76106 2.30419 1.61958
C -2.52179 1.95348 0.50115
N -3.62000 2.78123 0.35626
N -2.22522 0.95849 -0.22610
H -0.74087 3.47238 4.73145
H -1.04430 4.13874 3.11550
H 0.56818 4.21014 3.79376
H 1.23628 1.79560 4.71689
H 2.11804 2.21218 3.23580
H 1.26777 0.65611 3.36920
H 1.20577 1.11771 1.32409
H -2.28141 2.69962 2.38323
H -3.48817 3.74463 0.61936
H -4.13989 2.66279 -0.49754
H -2.78454 0.86994 -1.06656
S 3.30273 -0.26463 0.50332
C 3.03566 -0.82395 -1.06075
N 2.25969 -1.85892 -1.42535
C 2.09274 -1.94865 -2.87225
C 3.06241 -0.86687 -3.39382
N 3.60015 -0.30497 -2.16048
H 1.53252 -2.17938 -0.80648
H 1.05898 -1.73597 -3.14063
H 2.35820 -2.94310 -3.23158
H 2.53978 -0.10192 -3.96867
H 3.85986 -1.29468 -4.00224
H 4.05460 0.58864 -2.10737
C -4.47475 -7.99398 -2.88179
C -4.31293 -7.94548 -4.37773
O -5.19919 -8.14387 -5.15577
S -2.60788 -7.65980 -4.97950
C -2.22022 -6.22625 -4.00104
C -1.15096 -6.25092 -3.11191
C -0.83018 -5.12461 -2.37339
C -1.57666 -3.94639 -2.49305
C -2.65557 -3.94057 -3.38648
C -2.96622 -5.05912 -4.13864
C -1.23577 -2.77765 -1.74395
C -0.94167 -1.76024 -1.13658
H -5.53247 -8.00833 -2.62896
H -3.97727 -7.14827 -2.41005
H -3.99262 -8.90334 -2.51971
H -0.57431 -7.16006 -2.99769
H 0.00296 -5.14810 -1.68248
H -3.24006 -3.03612 -3.49247
H -3.79051 -5.03119 -4.84083
C -1.18602 -3.62753 3.09588
C 0.10881 -3.28912 2.73631
C 0.31493 -2.14215 1.98980
N -0.68500 -1.34795 1.59779
C -1.92754 -1.67140 1.95874
C -2.22435 -2.79546 2.70958
H -1.38282 -4.52573 3.66674
H 0.95299 -3.90308 3.01770
H 1.31408 -1.82599 1.70032
H -2.70830 -1.00690 1.60853
H -3.25032 -3.01527 2.96961
C 1.06391 2.13873 -4.14382
C 0.15572 1.09320 -4.23694
C -0.23661 0.39984 -3.09540
C 0.22833 0.71335 -1.80542
C 1.12860 1.79050 -1.75562
C 1.54976 2.48024 -2.88903
H 1.38078 2.67983 -5.02748
H -0.24781 0.81004 -5.20368
H -0.93964 -0.41764 -3.21482
H 1.54350 2.10241 -0.80495
H 2.25923 3.29530 -2.78722
*
```

Calculated values
- E_LUMO (alpha / beta) (Eh) = 0.0046 / 0.0045
- HOMO-LUMO gap (alpha / beta) (eV) = 7.35 / 7.32



4.
Entry from the Open Molecules 2025 dataset: C28H34F2N4O2 in the gas phase (ωB97M-V/def2-TZVPD).

The geometry in ORCA input format:
```
! RIJCOSX wB97M-V def2-TZVPD def2/J DEFGRID3
* xyz 0 1
O -3.00002 2.31176 1.76519
C -2.59249 1.36163 1.11966
C -1.27566 1.35160 0.44005
C -0.36826 2.29096 0.71372
C 0.96992 2.33930 0.13935
C 1.19527 1.99271 -1.19212
C 2.47207 2.00274 -1.71881
C 3.52915 2.34362 -0.89496
F 4.78475 2.32083 -1.39875
C 3.33998 2.70623 0.42653
C 2.05472 2.71673 0.93245
N -3.31927 0.23862 0.91028
C -4.58561 0.01641 1.56019
C -4.53090 -1.07217 2.63465
C -3.56442 -0.72585 3.76981
N -2.17855 -0.79350 3.34340
C -1.65741 -2.14432 3.30497
C -0.28695 -2.12751 2.63723
N 0.61943 -1.31336 3.42489
C 2.00348 -1.37684 3.00760
C 2.32228 -0.92752 1.56413
C 2.32040 -2.09108 0.56832
N 2.37916 -1.64265 -0.80462
C 1.26180 -1.29390 -1.48767
O 0.14504 -1.35858 -0.99806
C 1.51566 -0.87017 -2.87876
C 0.50661 -0.48118 -3.66576
C 0.58213 -0.01973 -5.03812
C 1.78517 0.06327 -5.74539
C 1.81353 0.51365 -7.04932
C 0.62552 0.88657 -7.65481
F 0.64961 1.32566 -8.92798
C -0.58464 0.81933 -6.98700
C -0.59686 0.36677 -5.68317
C 0.10109 0.03695 3.53737
C -1.29476 0.02035 4.15422
H -1.06287 0.53589 -0.23707
H -0.61637 3.04121 1.45492
H 0.35953 1.73249 -1.82195
H 2.65238 1.75687 -2.75353
H 4.18785 2.97846 1.03524
H 1.88633 2.99625 1.96174
H -2.85713 -0.56338 0.51083
H -5.33199 -0.25796 0.80474
H -4.86998 0.97191 2.00795
H -5.53255 -1.19138 3.05133
H -4.24530 -2.01985 2.17492
H -3.75407 -1.39354 4.62975
H -3.76697 0.29865 4.09000
H -2.32951 -2.78194 2.72780
H -1.56341 -2.56773 4.32212
H -0.41026 -1.74039 1.61372
H 0.10960 -3.14557 2.59715
H 2.56639 -0.75180 3.70602
H 2.33843 -2.41041 3.14324
H 3.29831 -0.43818 1.53932
H 1.58162 -0.19516 1.24063
H 3.16934 -2.75351 0.75494
H 1.39633 -2.66187 0.66774
H 3.28277 -1.43038 -1.19482
H 2.54099 -0.89681 -3.21565
H -0.48578 -0.50476 -3.23043
H 2.71024 -0.22978 -5.27463
H 2.73799 0.57968 -7.60109
H -1.49130 1.11813 -7.48882
H -1.53407 0.30916 -5.14980
H 0.03215 0.53618 2.55930
H 0.77285 0.61310 4.17914
H -1.68180 1.04135 4.17753
H -1.23065 -0.36229 5.18902
*
```

Calculated values
- E_LUMO (Eh) = -0.0041
- HOMO-LUMO gap (eV) = 8.08
- SMILES string = O=C(/C=C/c1ccc(F)cc1)NCCCN1CCN(CCCNC(=O)/C=C/c2ccc(F)cc2)CC1



5.
Entry from the Open Molecules 2025 dataset: a molecular structure, C28H34IN4O2STc (ωB97M-V/def2-TZVPD).

The geometry in ORCA input format:
```
! RIJCOSX wB97M-V def2-TZVPD def2/J DEFGRID3
* xyz 3 4
Tc 10.13583 11.64717 9.22766
C 14.71497 9.99732 9.65575
C 13.61178 9.54899 10.53169
N 13.93266 8.60717 11.34726
C 13.07588 8.29250 12.32407
C 11.86359 8.90214 12.61019
C 10.94996 8.47834 13.71176
O 9.60604 8.48114 13.05827
C 11.43544 9.89172 11.76953
C 10.38800 10.83819 12.27249
N 9.83888 11.64072 11.46937
C 8.92901 12.69240 11.92455
C 9.24948 13.49738 13.04138
C 8.47215 14.63841 13.42249
C 7.31696 14.88430 12.65368
C 6.85326 14.02982 11.61964
C 7.70260 12.98296 11.24480
I 7.21725 11.87740 9.53248
C 12.29386 10.21141 10.67419
O 12.01334 11.00503 9.69044
H 14.44629 10.47062 8.71122
H 15.42887 9.19280 9.38785
H 15.30544 10.72249 10.21039
H 13.35750 7.48812 13.01747
H 10.94063 9.20972 14.53287
H 11.26155 7.50524 13.93454
H 8.98970 8.10806 13.71884
H 10.11503 10.89241 13.34927
H 10.16567 13.29426 13.65917
H 8.84106 15.24267 14.27559
H 6.72572 15.74604 12.91497
H 5.87603 14.16907 11.23835
C 9.92419 7.66442 9.32209
C 10.25779 7.83417 7.82280
C 9.17890 7.16029 6.97445
C 10.44722 9.23893 7.41480
C 11.75628 9.70472 7.18467
C 11.96680 10.98372 6.71956
C 10.95232 11.98415 6.72887
C 11.22520 13.42034 6.23251
C 9.63845 11.52603 6.98125
C 9.41439 10.12977 7.24813
H 9.94306 6.59136 9.58129
H 8.89731 8.00790 9.55888
H 10.53906 8.17483 10.01047
H 11.22754 7.31105 7.68126
H 8.21304 7.58917 7.12062
H 9.11414 6.07072 7.31596
H 9.37665 7.24190 5.90868
H 12.48467 8.87965 7.27202
H 12.98108 11.17835 6.35733
H 12.28941 13.68917 6.32134
H 10.51788 14.13156 6.61424
H 11.10165 13.29398 5.09230
H 8.71358 12.16820 6.80214
H 8.35368 9.86127 7.34076
C 11.12022 16.79327 8.76224
N 12.16633 15.71212 8.89675
C 13.52745 15.96371 8.55059
C 14.27344 14.63546 8.80853
N 13.08830 13.75282 9.02787
C 11.92948 14.45862 9.09109
S 10.40309 13.86105 9.48225
H 11.59969 17.67674 8.32543
H 10.79659 17.05799 9.73910
H 10.29587 16.44027 8.13223
H 14.00002 16.77805 9.06054
H 13.60225 16.13983 7.49637
H 14.90243 14.68572 9.69482
H 14.81194 14.23944 7.94501
H 13.13966 12.80751 9.39824
*
```

Calculated values
- E_LUMO (alpha / beta) (Eh) = -0.3579 / -0.4296
- HOMO-LUMO gap (alpha / beta) (eV) = 7.36 / 5.50



6.
Entry from the Open Molecules 2025 dataset: 2 unconnected molecules or ions with the total composition C28H34N3O2 (ωB97M-V/def2-TZVPD).

The geometry in ORCA input format:
```
! RIJCOSX wB97M-V def2-TZVPD def2/J DEFGRID3
* xyz 1 1
C 5.79708 2.18758 -2.56840
O 5.50033 0.79112 -2.34700
C 4.20677 0.38333 -2.37960
C 3.96076 -0.96905 -2.01398
C 2.68057 -1.37687 -1.76281
C 1.56868 -0.47604 -1.88715
C 0.28450 -0.92701 -1.48751
C -0.93931 -0.20702 -1.65755
C -2.12346 -0.88165 -2.10464
C -3.27104 -0.16302 -2.39213
C -3.28907 1.23187 -2.12910
O -4.51837 1.79944 -2.22501
C -5.45868 0.72744 -2.63109
C -4.65451 -0.56145 -2.81824
C -2.15822 1.92741 -1.66953
C -1.01434 1.20271 -1.43234
C 1.83401 0.79953 -2.48117
C 3.12402 1.24895 -2.67809
H 6.87935 2.25631 -2.43813
H 5.51182 2.49369 -3.58714
H 5.28418 2.82760 -1.83387
H 4.82035 -1.63131 -1.90957
H 2.48851 -2.40755 -1.45852
H 0.19676 -1.98986 -1.25297
H -2.11067 -1.96446 -2.27198
H -6.20542 0.64539 -1.83305
H -5.94986 1.06117 -3.55576
H -4.70006 -0.87840 -3.87187
H -5.05803 -1.37777 -2.20692
H -2.22754 3.00051 -1.51327
H -0.12522 1.70800 -1.05990
H 1.01275 1.44148 -2.78823
H 3.30712 2.25218 -3.06344
C -3.16904 -2.40587 1.60509
N -2.20188 -1.33442 1.40079
C -2.75606 0.00745 1.31828
C -0.86213 -1.44712 1.69056
N -0.18688 -0.32325 1.69976
C 1.00782 -0.21220 2.48515
C 1.35920 1.25420 2.68400
C 1.13927 1.85145 3.92915
C 1.47478 3.19040 4.14024
C 2.01260 3.95097 3.09083
C 2.19028 3.36631 1.82927
C 1.85569 2.02048 1.62056
N -0.33676 -2.72795 1.86238
C -0.54036 -3.76383 0.85188
C 0.68262 -3.05527 2.85438
H -2.74692 -3.15958 2.28625
H -4.07619 -1.96501 2.04676
H -3.44688 -2.87561 0.64641
H -1.92552 0.71903 1.38402
H -3.27605 0.14657 0.36222
H -3.47598 0.19252 2.12980
H 0.85581 -0.62507 3.49695
H 1.85822 -0.73283 2.00652
H 0.68066 1.25142 4.72685
H 1.30640 3.63343 5.12463
H 2.28930 4.98976 3.26243
H 2.58647 3.95297 0.99624
H 1.95541 1.55426 0.63480
H -1.04602 -3.36857 -0.03703
H 0.44006 -4.17195 0.54290
H -1.12770 -4.60070 1.26651
H 0.44777 -2.57847 3.81330
H 0.67461 -4.14123 3.01017
H 1.70363 -2.76653 2.54794
*
```

Calculated values
- E_LUMO (Eh) = -0.1792
- HOMO-LUMO gap (eV) = 5.18



Summary of max |F| in eV/Å
0.2, 1.1, 0.6, 0.8, 3.2, 1.6
(order as listed above)
Summary of E_tot in Eh
-2563.756915, -6419.953608, -3779.774325, -1656.616339, -2232.513731, -1401.785125
(order as listed above)